Entry 1:
Computed, not measured: FN2O3 as an isolated structure, with ωB97M-V/def2-TZVPD.

Positions of all 6 atoms, in Å:
F: 0.0080 2.2482 -1.2449
O: -0.6922 0.0532 1.1354
O: 1.0453 1.8988 -0.4108
O: 0.3043 -1.9708 0.4569
N: -0.3208 -0.7554 0.3305
N: -0.2844 -0.9266 -0.8497

Its total charge is -1. The calculation puts the relative energy (zero: lowest compared OMol25 entry of this formula, charge and spin) at 7.26 kcal/mol. The calculation puts the LUMO energy (spin up / spin down) at 2.5 / 2.2 eV. The HOMO energy (spin up / spin down) comes out at -2.57 / -2.16 eV. The value obtained for the total energy is -11830.185 eV.

natural (NBO) population analysis, charges in e, atoms 1 to 5: -0.309, -0.334, -0.600, -0.360, 0.494

=====

Entry 2:
Computed, not measured: FNO2PmS2 as an isolated structure, with ωB97M-V/def2-TZVPD.

Positions of all 7 atoms, in Å:
Pm: -1.7200 1.6370 0.0384
S: -0.6902 0.1267 -2.0296
S: 0.5591 -0.8120 0.3061
F: 0.6166 1.9333 0.9167
O: -0.7496 -0.3985 0.9293
O: 1.4524 -1.6716 1.0520
N: 0.5318 -0.8149 -1.2129

Its total charge is +1. The calculation puts the relative energy (zero: lowest compared OMol25 entry of this formula, charge and spin) at 32.76 kcal/mol. The calculation puts the LUMO energy (spin up / spin down) at -7.1 / -6.3 eV. The HOMO energy (spin up / spin down) comes out at -13.49 / -13.54 eV. Its spin multiplicity is 5. The value obtained for the total energy is -46517.869 eV.

Mulliken population analysis, charges in e, atoms 1 to 5: 1.827, -0.209, 1.106, -0.680, -0.531

=====

- Which value of total charge does entry 2 give?
  +1

=====

Copy entry 2 word for word.
Computed, not measured: FNO2PmS2 as an isolated structure, with ωB97M-V/def2-TZVPD.

Positions of all 7 atoms, in Å:
Pm: -1.7200 1.6370 0.0384
S: -0.6902 0.1267 -2.0296
S: 0.5591 -0.8120 0.3061
F: 0.6166 1.9333 0.9167
O: -0.7496 -0.3985 0.9293
O: 1.4524 -1.6716 1.0520
N: 0.5318 -0.8149 -1.2129

Its total charge is +1. The calculation puts the relative energy (zero: lowest compared OMol25 entry of this formula, charge and spin) at 32.76 kcal/mol. The calculation puts the LUMO energy (spin up / spin down) at -7.1 / -6.3 eV. The HOMO energy (spin up / spin down) comes out at -13.49 / -13.54 eV. Its spin multiplicity is 5. The value obtained for the total energy is -46517.869 eV.

Mulliken population analysis, charges in e, atoms 1 to 5: 1.827, -0.209, 1.106, -0.680, -0.531

=====

- relative energy (zero: lowest compared OMol25 entry of this formula, charge and spin) of number 1 (FN2O3)?
  7.26 kcal/mol

=====

- Which formula does entry 2 have?
  FNO2PmS2